[1]
Molecular formula: C5H7NO
Method: DFT, wB97M-V/def2-TZVPD

Each atom is followed by the atoms it is bonded to, with distances in Å.
Atoms and positions in Å:
1 O 1.649 1.649 0.787  C6 1.208
2 N -1.027 2.025 -0.520  C7 1.157
3 C -1.476 -1.175 0.129  C5 1.531, H9 1.095, H11 1.091, H12 1.094
4 C 0.985 -0.362 -0.273  C5 1.552, C6 1.528, H8 1.096, H14 1.096
5 C -0.333 -0.242 0.537  C3 1.531, C4 1.552, C7 1.477, H13 1.095
6 C 1.585 1.043 -0.257  O1 1.208, C4 1.528, H10 1.105
7 C -0.790 1.105 0.141  N2 1.157, C5 1.477
8 H 0.781 -0.735 -1.284  C4 1.096
9 H -2.339 -0.996 0.779  C3 1.095
10 H 1.888 1.514 -1.211  C6 1.105
11 H -1.205 -2.230 0.183  C3 1.091
12 H -1.780 -0.931 -0.894  C3 1.094
13 H -0.114 -0.324 1.607  C5 1.095
14 H 1.718 -1.024 0.201  C4 1.096

E_HOMO (Ha): -0.3737
LUMO (eV): 0.808
Frontier orbital gap (hartree): 0.4034
Relative energy (zero: lowest compared OMol25 entry of this formula, charge and spin) (kcal/mol): 31.6

[2]
Molecular formula: C4H4Cl2O2
Method: DFT, wB97M-V/def2-TZVPD

Each atom is followed by the atoms it is bonded to, with distances in Å.
Atoms and positions in Å:
1 Cl 0.140 1.170 -2.446  C8 1.750
2 Cl 1.461 -1.867 1.608  C7 1.842
3 O -1.400 2.502 1.343  C5 1.159
4 O 0.594 2.919 0.330  C5 1.117
5 C -0.377 2.741 0.854  O3 1.159, O4 1.117
6 C -0.123 -0.368 -0.288  C7 1.566, C8 1.354, H12 1.016
7 C -0.052 -1.672 0.577  Cl2 1.842, C6 1.566, H9 1.138, H11 1.067
8 C 0.375 -0.312 -1.545  Cl1 1.750, C6 1.354, H10 1.134
9 H -0.172 -2.672 0.048  C7 1.138
10 H 1.211 -1.012 -1.859  C8 1.134
11 H -0.755 -1.649 1.379  C7 1.067
12 H -0.901 0.220 -0.001  C6 1.016

E_HOMO (Ha): -0.3673
LUMO (eV): 0.341
Frontier orbital gap (hartree): 0.3798
Relative energy (zero: lowest compared OMol25 entry of this formula, charge and spin) (kcal/mol): 3.1

[3]
Molecular formula: C23H25N3O7S2
Method: DFT, wB97M-V/def2-TZVPD

Each atom is followed by the atoms it is bonded to, with distances in Å.
Atoms and positions in Å:
1 S 5.922 0.761 -0.267  O5 1.432, O9 1.430, N10 1.693, C19 1.791
2 S -7.178 -0.530 0.076  O3 1.429, O7 1.428, N12 1.692, C13 1.811
3 O -8.522 -0.258 -0.328  S2 1.429
4 O -0.195 0.495 1.663  C27 1.216
5 O 6.725 1.486 0.671  S1 1.432
6 O 0.773 -2.696 -1.414  C16 1.407, C29 1.367
7 O -6.958 -0.955 1.422  S2 1.428
8 O 3.593 -1.012 2.168  C14 1.413, C26 1.364
9 O 6.412 0.586 -1.600  S1 1.430
10 N 5.640 -0.761 0.419  S1 1.693, C24 1.408, H60 1.011
11 N 0.101 1.564 -0.325  C27 1.372, C28 1.398, H51 1.010
12 N -6.273 0.858 -0.263  S2 1.692, C21 1.444, C25 1.385
13 C -6.476 -1.756 -1.056  S2 1.811, H39 1.082, H54 1.082, H55 1.082
14 C 2.534 -1.040 3.103  O8 1.413, H47 1.093, H48 1.094, H57 1.089
15 C -2.918 0.034 1.004  C22 1.395, C31 1.377, H58 1.080
16 C -0.342 -2.808 -0.565  O6 1.407, H43 1.095, H46 1.095, H59 1.089
17 C 3.593 1.681 0.842  C19 1.382, C30 1.382, H37 1.078
18 C 3.039 -2.208 -1.756  C20 1.381, C29 1.392, H36 1.077
19 C 4.244 1.381 -0.339  S1 1.791, C17 1.382, C33 1.382
20 C 4.262 -1.745 -1.311  C18 1.381, C24 1.385, H50 1.078
21 C -6.916 1.858 -1.082  N12 1.444, H45 1.094, H49 1.087, H56 1.091
22 C -2.123 0.993 0.377  C15 1.395, C23 1.392, C27 1.483
23 C -2.749 1.931 -0.439  C22 1.392, C34 1.380, H41 1.081
24 C 4.430 -1.350 0.005  N10 1.408, C20 1.385, C26 1.404
25 C -4.906 0.906 -0.045  N12 1.385, C31 1.400, C34 1.400
26 C 3.349 -1.443 0.897  O8 1.364, C24 1.404, C35 1.387
27 C -0.667 0.990 0.657  O4 1.216, N11 1.372, C22 1.483
28 C 1.500 1.585 -0.327  N11 1.398, C30 1.394, C32 1.394
29 C 1.960 -2.279 -0.879  O6 1.367, C18 1.392, C35 1.391
30 C 2.215 1.796 0.851  C17 1.382, C28 1.394, H42 1.077
31 C -4.277 -0.021 0.794  C15 1.377, C25 1.400, H44 1.076
32 C 2.176 1.375 -1.528  C28 1.394, C33 1.380, H52 1.080
33 C 3.551 1.259 -1.528  C19 1.382, C32 1.380, H38 1.078
34 C -4.113 1.893 -0.644  C23 1.380, C25 1.400, H53 1.077
35 C 2.124 -1.917 0.454  C26 1.387, C29 1.391, H40 1.076
36 H 2.895 -2.505 -2.781  C18 1.077
37 H 4.169 1.798 1.746  C17 1.078
38 H 4.102 1.045 -2.430  C33 1.078
39 H -6.724 -1.448 -2.063  C13 1.082
40 H 1.294 -1.959 1.138  C35 1.076
41 H -2.182 2.729 -0.897  C23 1.081
42 H 1.688 2.006 1.766  C30 1.077
43 H -0.174 -3.547 0.225  C16 1.095
44 H -4.868 -0.756 1.313  C31 1.076
45 H -6.541 1.843 -2.109  C21 1.094
46 H -0.606 -1.847 -0.110  C16 1.095
47 H 1.678 -0.454 2.758  C14 1.093
48 H 2.219 -2.066 3.312  C14 1.094
49 H -7.977 1.623 -1.087  C21 1.087
50 H 5.101 -1.653 -1.982  C20 1.078
51 H -0.337 1.708 -1.223  N11 1.010
52 H 1.619 1.253 -2.445  C32 1.080
53 H -4.558 2.648 -1.270  C34 1.077
54 H -5.405 -1.801 -0.906  C13 1.082
55 H -6.934 -2.709 -0.827  C13 1.082
56 H -6.775 2.850 -0.653  C21 1.091
57 H 2.939 -0.597 4.011  C14 1.089
58 H -2.444 -0.673 1.669  C15 1.080
59 H -1.162 -3.142 -1.199  C16 1.089
60 H 5.699 -0.688 1.426  N10 1.011

E_HOMO (Ha): -0.2961
LUMO (eV): -0.059
Frontier orbital gap (hartree): 0.2940